(1)
48
Properties=species:S:1:pos:R:3:forces:R:3 method="wB97M-V/def2-TZVPD" multiplicity=1 charge=0 homo_lumo_gap_ev=4.59 homo_ev=-6.89
Cl 3.467081 -1.583882 3.038179 -0.52 0.14 0.03
B 2.152655 -0.279448 2.897668 2.72 0.12 -0.41
Cl 2.453331 1.052235 4.153600 0.07 0.14 0.17
Cl 2.149607 0.435930 1.179757 -0.12 -0.01 0.16
O 0.848002 -0.873367 3.140406 -4.16 2.30 0.02
C -0.083643 0.077264 3.087854 2.44 -2.15 0.03
C -1.458713 -0.179360 3.084078 -1.27 -0.81 0.09
C -2.398965 0.874247 3.053127 0.91 -0.23 0.02
C -3.740945 0.597304 3.050527 -0.31 0.10 -0.01
C -4.184249 -0.717166 3.071278 0.21 0.09 0.00
C -3.276722 -1.765245 3.092919 -0.24 -0.14 -0.01
C -1.931892 -1.506866 3.100953 0.45 0.21 -0.01
H 0.270564 1.096168 3.039247 0.07 0.22 -0.04
H -2.043937 1.890330 3.036130 0.06 0.25 -0.01
H -4.452103 1.405323 3.034909 -0.13 0.13 -0.01
H -5.238532 -0.924754 3.071149 -0.28 -0.04 -0.01
H -3.631507 -2.780939 3.101425 -0.05 -0.19 0.01
H -1.216807 -2.311296 3.113447 0.15 -0.14 0.01
C -3.506322 1.957977 -1.416358 0.33 -0.30 -0.44
N -2.649960 1.055251 -2.181563 -0.91 -0.46 -0.04
C -3.215923 0.007460 -2.964436 0.53 0.73 0.14
C -2.240022 -0.770321 -3.595359 -0.16 0.60 0.53
C -2.595021 -1.791761 -4.457488 0.45 0.22 0.22
C -3.933144 -2.027478 -4.707522 -0.25 -0.03 -0.02
C -4.910642 -1.258552 -4.088196 0.12 -0.36 -0.25
C -4.566625 -0.250099 -3.212140 0.46 0.58 0.50
S -0.637664 -0.209250 -3.121758 -0.12 -0.68 -0.62
C -1.262611 1.176685 -2.241688 -0.03 0.39 0.15
C -0.497181 2.198773 -1.759931 -0.95 -0.82 -0.40
C 0.945100 2.240660 -1.784422 0.68 -0.11 -0.11
C 1.730629 1.097019 -1.984637 -0.41 0.33 0.04
C 3.101271 1.171934 -2.020067 0.36 0.09 -0.09
C 3.735510 2.387741 -1.851942 0.28 -0.02 -0.04
C 2.987157 3.529873 -1.636110 0.11 0.04 0.05
C 1.614560 3.457583 -1.600046 -0.39 -0.24 -0.03
H -2.918224 2.572633 -0.740578 0.12 -0.08 -0.08
H -4.060495 2.605137 -2.093275 -0.11 0.18 0.00
H -4.210985 1.384276 -0.818385 -0.10 -0.12 0.02
H -1.822872 -2.372604 -4.932160 0.09 -0.17 -0.14
H -4.213942 -2.807382 -5.397484 -0.05 -0.08 -0.06
H -5.949303 -1.446559 -4.313206 -0.11 0.01 0.06
H -5.328538 0.346713 -2.739448 -0.15 0.13 0.05
H -0.994461 3.085438 -1.408303 -0.20 0.12 0.20
H 1.259013 0.136859 -2.076009 0.23 -0.15 0.21
H 3.686034 0.278433 -2.168617 0.06 -0.15 0.00
H 4.811004 2.445020 -1.880086 0.18 0.00 0.01
H 3.478973 4.477319 -1.486329 0.07 0.15 0.01
H 1.035349 4.349433 -1.433499 -0.16 0.24 0.06



(2)
22
Properties=species:S:1:pos:R:3:forces:R:3 method="wB97M-V/def2-TZVPD" multiplicity=1 charge=0 homo_lumo_gap_ev=4.09 homo_ev=-7.89
C 0.891767 0.001369 -0.880281 -0.48 0.12 -0.10
C 1.936209 0.677273 0.056404 0.41 -0.40 0.23
S 1.455229 0.465268 1.749187 0.02 0.03 0.15
N -0.379146 0.648270 -0.698687 0.15 -1.37 0.30
C -1.563885 0.051039 -1.370358 -0.34 0.56 -0.18
N -1.728061 -1.175660 -0.719897 -0.23 0.40 -0.14
H 0.837592 -1.072876 -0.613231 0.19 0.40 -0.10
H 1.191526 0.065307 -1.914864 0.02 0.04 -0.45
H 2.901660 0.175770 -0.115284 -0.35 0.27 -0.06
H 2.007336 1.738968 -0.195851 -0.01 -0.19 -0.06
H 0.000534 -2.081862 1.071206 0.06 0.09 0.10
H -0.583578 0.678536 0.289784 -0.10 0.39 0.61
H -1.350436 -0.039578 -2.426810 0.21 -0.12 -0.42
H -2.404928 0.737581 -1.243542 0.06 0.09 -0.05
H -2.697388 -1.349530 -0.484625 -0.26 0.27 0.50
H -0.968291 -2.205069 -1.444722 0.66 -0.77 -0.24
H -0.490787 -1.556823 1.290410 0.05 0.03 -0.01
H -0.582023 -3.593230 -2.207296 -0.17 -0.25 0.00
O -0.277403 -2.710261 -2.010077 0.20 0.30 -0.13
H -1.559925 2.477508 2.695096 0.02 0.08 0.18
H -0.453178 1.608991 2.035138 -0.12 0.23 0.18
O -1.365494 1.945520 1.924037 0.00 -0.21 -0.29